1.
A cluster of 5 separate species, C28H71N5O9 in total in a non-equilibrium geometry, computed with ωB97M-V/def2-TZVPD.

Its SMILES is COC[C@H](C)N.COCCNCCOC.COCCNCCOC.COCCNCCOC.COCCNCCOC. Its frontier orbital gap is 9.03 eV. The value obtained for the total energy is -56058.92138 eV. Its HOMO energy is -8.36 eV. As for the energy above the lowest of the compared OMol25 structures with the same formula, charge and spin: 17.4 kJ/mol. Its largest force on an atom is 1.9 eV/A. Its net charge is 0.

Cartesian coordinates (Å):
C (-5.858, 8.089, 0.543)
O (-5.295, 6.816, 0.661)
C (-3.983, 6.840, 1.168)
C (-3.412, 5.430, 1.161)
N (-2.471, 5.181, 0.094)
C (-1.570, 4.062, 0.402)
C (-0.963, 3.599, -0.885)
O (-1.986, 3.114, -1.710)
C (-1.524, 2.686, -2.966)
H (-5.281, 8.781, -0.087)
H (-5.934, 8.568, 1.532)
H (-6.847, 7.977, 0.106)
H (-3.919, 7.270, 2.178)
H (-3.342, 7.461, 0.525)
H (-4.249, 4.715, 1.123)
H (-2.973, 5.228, 2.143)
H (-3.002, 4.885, -0.718)
H (-2.106, 3.263, 0.934)
H (-0.800, 4.404, 1.094)
H (-0.229, 2.793, -0.684)
H (-0.330, 4.356, -1.368)
H (-2.376, 2.466, -3.614)
H (-0.916, 1.780, -2.892)
H (-0.967, 3.482, -3.481)
C (3.903, -2.684, 0.510)
O (2.783, -3.515, 0.548)
C (2.266, -3.785, 1.825)
C (1.651, -2.561, 2.545)
N (1.806, -2.564, 3.995)
C (1.168, -3.669, 4.672)
C (1.373, -3.565, 6.173)
O (2.730, -3.559, 6.451)
C (3.023, -3.394, 7.835)
H (3.683, -1.650, 0.794)
H (4.326, -2.725, -0.491)
H (4.688, -3.050, 1.192)
H (3.021, -4.323, 2.412)
H (1.444, -4.482, 1.640)
H (0.621, -2.447, 2.197)
H (2.137, -1.662, 2.151)
H (2.804, -2.561, 4.174)
H (1.521, -4.646, 4.292)
H (0.104, -3.676, 4.412)
H (0.800, -4.394, 6.625)
H (0.828, -2.668, 6.508)
H (2.283, -2.774, 8.349)
H (4.007, -2.943, 7.929)
H (3.028, -4.373, 8.331)
C (3.466, 2.159, -1.907)
O (3.145, 2.002, -0.519)
C (4.318, 1.883, 0.233)
C (3.949, 1.849, 1.712)
N (2.752, 2.606, 1.998)
C (2.201, 2.300, 3.314)
C (1.063, 3.221, 3.650)
O (-0.188, 2.934, 3.042)
C (-0.735, 1.671, 3.353)
H (3.800, 3.195, -2.023)
H (2.543, 1.999, -2.461)
H (4.210, 1.440, -2.260)
H (5.040, 2.683, 0.013)
H (4.815, 0.948, -0.065)
H (4.741, 2.212, 2.367)
H (3.782, 0.776, 1.947)
H (2.040, 2.514, 1.285)
H (2.988, 2.587, 4.027)
H (1.975, 1.242, 3.467)
H (1.264, 4.255, 3.370)
H (0.917, 3.264, 4.744)
H (-0.162, 0.897, 2.825)
H (-1.739, 1.657, 2.938)
H (-0.718, 1.447, 4.424)
C (-0.979, 0.039, -4.975)
O (-1.900, -1.026, -4.996)
C (-2.950, -0.901, -4.043)
C (-3.782, -2.186, -4.075)
N (-3.970, -2.682, -2.708)
C (-4.441, -4.042, -2.658)
C (-3.364, -5.084, -2.947)
O (-2.187, -4.700, -2.292)
C (-1.165, -5.667, -2.271)
H (-0.118, -0.264, -5.567)
H (-0.638, 0.244, -3.952)
H (-1.419, 0.939, -5.425)
H (-3.590, -0.066, -4.367)
H (-2.570, -0.693, -3.035)
H (-3.218, -2.916, -4.668)
H (-4.738, -1.963, -4.545)
H (-3.063, -2.673, -2.252)
H (-5.294, -4.213, -3.321)
H (-4.879, -4.251, -1.673)
H (-3.213, -5.169, -4.042)
H (-3.698, -6.108, -2.717)
H (-0.346, -5.218, -1.719)
H (-0.814, -5.904, -3.284)
H (-1.384, -6.610, -1.755)
C (0.952, -0.310, -1.281)
C (0.568, -1.614, -1.972)
C (1.582, -2.016, -3.013)
O (1.882, -0.943, -3.867)
C (2.330, -1.317, -5.143)
N (0.325, -2.683, -1.007)
H (1.906, -0.373, -0.745)
H (0.242, -0.051, -0.492)
H (0.990, 0.498, -2.004)
H (-0.399, -1.399, -2.448)
H (1.234, -2.914, -3.551)
H (2.496, -2.390, -2.509)
H (3.390, -1.606, -5.126)
H (2.215, -0.454, -5.797)
H (1.755, -2.155, -5.555)
H (-0.044, -3.496, -1.486)
H (1.168, -2.982, -0.517)

Cartesian forces (eV/Å) of the 6 atoms listed first:
-0.100 0.508 0.280
-0.028 -0.137 -0.119
0.641 0.016 -0.279
-0.624 -0.279 0.739
0.247 -0.267 -0.077
-0.338 0.888 0.099

***

2.
A structure of composition C2H4LiOSn in a non-equilibrium geometry, computed with ωB97M-V/def2-TZVPD.

Its frontier orbital gap (spin up / spin down) is 3.75 / 7.77 eV. The value obtained for the total energy is -10220.35805 eV. Its HOMO energy (spin up / spin down) is -4.43 / -8.56 eV. As for the energy above the lowest of the compared OMol25 structures with the same formula, charge and spin: 0.0 kJ/mol. Its largest force on an atom is 6.4 eV/A. The spin multiplicity is 2. Its net charge is 0.

Cartesian coordinates (Å):
O (1.714, 0.058, -0.027)
Li (3.355, -0.388, -0.029)
Sn (0.630, 1.444, -0.002)
C (-0.367, -2.022, 0.071)
C (-1.514, -1.322, 0.083)
H (0.061, -2.385, -0.867)
H (0.101, -2.354, 1.001)
H (-1.984, -1.021, 1.023)
H (-2.024, -1.053, -0.845)

Cartesian forces (eV/Å) of the 6 atoms listed first:
4.200 -4.825 -0.139
-0.481 0.180 0.022
-3.576 4.838 0.100
-1.145 -0.137 0.034
0.704 -0.531 -0.027
-0.008 0.270 0.330

***

3.
A cluster of 2 separate species, C7H16O2 in total in a non-equilibrium geometry, computed with ωB97M-V/def2-TZVPD.

Its SMILES is CC(=O)O.CCCCC. Its frontier orbital gap is 11.08 eV. The value obtained for the total energy is -11611.31947 eV. Its HOMO energy is -10.34 eV. As for the energy above the lowest of the compared OMol25 structures with the same formula, charge and spin: 282.8 kJ/mol. Its largest force on an atom is 6.4 eV/A. Its net charge is 0.

Cartesian coordinates (Å):
C (-1.458, -0.706, 2.359)
C (-1.673, 0.672, 3.001)
C (2.780, -0.548, 0.391)
C (1.641, -0.854, -0.697)
C (0.856, 0.442, -1.239)
C (-0.296, 0.166, -2.072)
C (-1.564, 1.107, -2.273)
H (-0.265, -1.635, 1.063)
H (-2.475, 0.406, 3.779)
H (-0.748, 1.169, 3.308)
H (-2.240, 1.317, 2.235)
H (3.167, 0.454, 0.175)
H (2.280, -0.542, 1.428)
H (3.393, -1.492, 0.396)
H (0.820, -1.660, -0.420)
H (2.083, -1.343, -1.550)
H (0.472, 1.187, -0.348)
H (1.755, 1.115, -1.676)
H (-0.787, -0.868, -1.811)
H (0.233, 0.151, -3.013)
H (-1.089, 1.968, -2.760)
H (-2.331, 0.433, -3.032)
H (-2.000, 1.430, -1.289)
O (-2.050, -1.698, 2.701)
O (-0.504, -0.671, 1.346)

Cartesian forces (eV/Å) of the 6 atoms listed first:
0.770 0.265 -0.420
-2.554 -0.672 -0.859
-3.032 -1.771 0.452
-1.908 0.353 0.680
3.004 3.115 4.744
-2.797 -2.130 -1.500

***

4.
A structure of composition C38H33BrMoN4O6S, computed with ωB97M-V/def2-TZVPD.

Its frontier orbital gap (spin up / spin down) is 6.77 / 7.32 eV. The value obtained for the total energy is -140921.55030 eV. Its HOMO energy (spin up / spin down) is -7.61 / -8.04 eV. As for the energy above the lowest of the compared OMol25 structures with the same formula, charge and spin: 123.3 kJ/mol. Its largest force on an atom is 0.9 eV/A. The spin multiplicity is 3. Its net charge is 0.

Cartesian coordinates (Å):
Mo (0.533, -0.253, 0.457)
C (4.861, 3.508, -0.773)
O (4.018, 2.452, -0.367)
C (4.107, 1.284, -1.053)
C (4.982, 1.048, -2.089)
C (5.031, -0.206, -2.716)
C (4.215, -1.212, -2.281)
C (3.287, -0.987, -1.247)
C (2.608, -2.118, -0.658)
N (1.571, -1.973, 0.077)
N (1.250, -2.975, 1.010)
C (1.126, -2.365, 2.163)
O (1.200, -1.077, 2.300)
C (0.853, -3.191, 3.365)
C (0.841, -4.581, 3.298)
C (0.544, -5.323, 4.429)
C (0.263, -4.682, 5.630)
C (0.278, -3.297, 5.698)
C (0.571, -2.551, 4.567)
C (3.195, 0.277, -0.628)
O (2.351, 0.600, 0.339)
H (4.621, 4.349, -0.128)
H (5.916, 3.246, -0.652)
H (4.677, 3.788, -1.815)
H (5.652, 1.829, -2.421)
H (5.729, -0.371, -3.525)
H (4.265, -2.198, -2.727)
H (3.059, -3.107, -0.711)
H (1.063, -5.066, 2.357)
H (0.534, -6.404, 4.377)
H (0.033, -5.265, 6.513)
H (0.059, -2.797, 6.633)
H (0.577, -1.469, 4.595)
S (-1.467, 3.630, 2.111)
C (-0.359, 4.167, 0.884)
C (-0.123, 5.465, 0.444)
C (0.750, 5.638, -0.611)
C (1.372, 4.539, -1.215)
C (1.150, 3.254, -0.769)
C (0.277, 3.067, 0.301)
N (-0.119, 1.851, 0.846)
C (-1.038, 2.001, 1.762)
C (-1.675, 0.804, 2.293)
C (-2.720, 0.830, 3.211)
C (-3.333, -0.360, 3.562)
C (-2.907, -1.552, 2.984)
C (-1.854, -1.566, 2.080)
C (-1.203, -0.386, 1.724)
H (-0.622, 6.308, 0.902)
H (0.943, 6.635, -0.985)
H (2.040, 4.699, -2.052)
H (1.636, 2.409, -1.232)
H (-3.058, 1.767, 3.639)
H (-4.147, -0.362, 4.275)
H (-3.399, -2.480, 3.246)
H (-1.546, -2.510, 1.644)
Br (-4.059, 3.510, -1.089)
C (-2.933, 2.728, -2.389)
C (-3.075, 3.061, -3.728)
N (-2.299, 2.551, -4.678)
C (-1.348, 1.695, -4.314)
C (-1.137, 1.305, -2.996)
C (-1.955, 1.832, -2.009)
C (-0.007, 0.374, -2.670)
O (0.743, -0.052, -3.514)
O (0.080, 0.070, -1.394)
H (-3.839, 3.763, -4.040)
H (-0.715, 1.293, -5.095)
H (-1.822, 1.551, -0.976)
C (-0.674, -3.283, -2.195)
C (-2.118, -2.870, -2.345)
O (-2.431, -1.908, -1.350)
C (-3.697, -1.312, -1.584)
C (-4.195, -0.645, -0.322)
H (-0.441, -4.086, -2.897)
H (-0.473, -3.641, -1.183)
H (-0.014, -2.441, -2.405)
H (-2.792, -3.730, -2.243)
H (-2.286, -2.436, -3.340)
H (-4.410, -2.082, -1.904)
H (-3.612, -0.588, -2.406)
H (-4.437, -1.385, 0.441)
H (-5.088, -0.056, -0.537)
H (-3.438, 0.019, 0.097)

Cartesian forces (eV/Å) of the 6 atoms listed first:
0.266 0.859 0.137
0.005 0.009 0.009
0.032 0.007 0.022
-0.015 -0.049 0.001
0.018 -0.018 -0.032
0.004 0.024 0.014

***

5.
A structure of composition C2H2N2O2 in a non-equilibrium geometry, computed with ωB97M-V/def2-TZVPD.

Its frontier orbital gap is 9.73 eV. The value obtained for the total energy is -9177.32501 eV. Its HOMO energy is -10.28 eV. As for the energy above the lowest of the compared OMol25 structures with the same formula, charge and spin: 430.5 kJ/mol. Its largest force on an atom is 1.3 eV/A. Its net charge is 0.

Cartesian coordinates (Å):
O (-1.066, -0.897, -1.166)
C (-0.892, 0.247, -0.563)
N (-0.438, 1.419, -0.705)
O (-1.225, 0.587, 0.629)
C (1.428, -0.151, 1.311)
N (1.901, -0.730, 0.430)
H (-0.667, -0.868, -2.048)
H (0.958, 0.393, 2.111)

Cartesian forces (eV/Å) of the 6 atoms listed first:
0.031 0.246 0.098
0.036 0.314 0.015
-0.166 -0.366 -0.042
-0.076 -0.097 -0.128
0.493 -0.542 -0.751
-0.500 0.618 1.016

***

6.
An isolated molecule of HNO2 in a non-equilibrium geometry, computed with ωB97M-V/def2-TZVPD.

Its SMILES is O=NO. Its frontier orbital gap is 10.90 eV. The value obtained for the total energy is -5598.47392 eV. Its HOMO energy is -10.83 eV. As for the energy above the lowest of the compared OMol25 structures with the same formula, charge and spin: 7.8 kJ/mol. Its largest force on an atom is 1.7 eV/A. Its net charge is 0.

Cartesian coordinates (Å):
H (0.037, -0.193, -1.744)
N (-0.345, -0.391, 0.103)
O (0.161, 0.352, -0.975)
O (0.137, 0.014, 1.103)

Cartesian forces, eV/Å:
-0.528 -0.511 -0.723
1.202 0.661 1.083
0.354 0.411 0.679
-1.028 -0.561 -1.038

***

7.
A cluster of 3 separate species, C29H45BrN2O8PS2 in total, computed with ωB97M-V/def2-TZVPD.

Its frontier orbital gap is 6.74 eV. The value obtained for the total energy is -151165.90020 eV. Its HOMO energy is -4.50 eV. Its largest force on an atom is 0.9 eV/A. Its net charge is -1.

Cartesian coordinates (Å):
C (-3.184, 0.601, 3.107)
C (-1.812, 0.422, 2.477)
N (-1.150, 1.680, 2.233)
P (0.616, 1.630, 1.857)
C (1.194, 2.426, 3.487)
C (2.523, 1.884, 3.993)
C (2.618, 0.370, 4.285)
S (1.204, -0.281, 5.191)
C (0.989, -1.942, 4.766)
S (-0.169, -2.772, 5.562)
N (1.820, -2.459, 3.743)
C (1.196, -3.315, 2.751)
C (0.752, -4.600, 3.059)
C (0.171, -5.388, 2.059)
C (0.052, -4.900, 0.753)
C (0.514, -3.624, 0.449)
C (1.084, -2.826, 1.449)
C (3.129, -2.844, 4.129)
C (4.006, -3.349, 3.162)
C (5.314, -3.698, 3.504)
C (5.776, -3.543, 4.811)
C (4.900, -3.045, 5.772)
C (3.586, -2.698, 5.443)
O (0.234, 0.954, 0.255)
C (0.708, 1.834, -0.707)
C (0.217, 3.179, -0.276)
C (-1.286, 3.419, -0.474)
C (-2.064, 2.389, -1.252)
C (-3.571, 2.521, -1.022)
Br (-1.722, 2.613, -3.194)
O (0.512, 3.237, 1.100)
H (-3.469, -0.265, 3.692)
H (-3.179, 1.452, 3.782)
H (-3.949, 0.787, 2.359)
H (-1.938, -0.099, 1.530)
H (-1.239, -0.243, 3.131)
H (-1.353, 2.336, 2.971)
H (0.710, 0.295, 2.349)
H (2.024, 1.564, 1.463)
H (1.352, 3.473, 3.251)
H (0.452, 2.403, 4.282)
H (2.846, 2.399, 4.894)
H (3.254, 2.058, 3.211)
H (2.741, -0.168, 3.359)
H (3.490, 0.166, 4.896)
H (0.853, -4.979, 4.059)
H (-0.190, -6.374, 2.294)
H (-0.396, -5.502, -0.019)
H (0.438, -3.230, -0.549)
H (1.409, -1.835, 1.207)
H (3.671, -3.456, 2.147)
H (5.959, -4.070, 2.728)
H (6.787, -3.798, 5.072)
H (5.225, -2.909, 6.789)
H (2.941, -2.317, 6.213)
H (1.801, 1.855, -0.762)
H (0.354, 1.522, -1.685)
H (0.795, 3.964, -0.761)
H (-1.429, 4.380, -0.964)
H (-1.742, 3.480, 0.503)
H (-1.761, 1.385, -1.005)
H (-4.101, 2.802, -1.922)
H (-3.983, 1.576, -0.694)
H (-3.776, 3.267, -0.266)
C (-3.743, 2.445, -5.934)
O (-4.232, 2.978, -7.176)
C (-4.706, 4.213, -7.098)
O (-4.768, 4.897, -6.111)
O (-5.114, 4.582, -8.318)
C (-5.650, 5.904, -8.373)
H (-3.400, 1.439, -6.154)
H (-2.916, 3.032, -5.550)
H (-4.539, 2.403, -5.194)
H (-4.901, 6.635, -8.076)
H (-6.522, 5.993, -7.728)
H (-5.936, 6.064, -9.408)
C (0.252, -0.477, -3.942)
O (0.066, -1.888, -4.142)
C (1.134, -2.533, -4.585)
O (2.208, -2.054, -4.839)
O (0.819, -3.827, -4.710)
C (1.894, -4.643, -5.173)
H (-0.693, -0.089, -3.583)
H (1.025, -0.296, -3.198)
H (0.515, 0.011, -4.878)
H (2.731, -4.608, -4.479)
H (2.223, -4.323, -6.160)
H (1.496, -5.652, -5.224)

Cartesian forces (eV/Å) of the 6 atoms listed first:
-0.029 0.219 -0.053
-0.028 -0.032 0.175
0.022 0.185 -0.338
0.005 0.196 -0.299
-0.018 -0.100 -0.171
-0.234 -0.556 0.165

***

8.
An isolated molecule of C12H22FINO, computed with ωB97M-V/def2-TZVPD.

Its frontier orbital gap (spin up / spin down) is 8.48 / 9.85 eV. The value obtained for the total energy is -27154.98830 eV. Its HOMO energy (spin up / spin down) is -8.08 / -9.45 eV. As for the energy above the lowest of the compared OMol25 structures with the same formula, charge and spin: 0.0 kJ/mol. Its largest force on an atom is 0.9 eV/A. The spin multiplicity is 2. Its net charge is 0.

Cartesian coordinates (Å):
C (3.347, -0.600, 0.244)
C (1.868, -0.335, -0.107)
C (1.518, -0.988, -1.466)
C (1.036, -0.891, 1.048)
C (-0.467, -0.531, 1.007)
I (-1.075, -0.129, 3.062)
C (-1.290, -1.726, 0.502)
C (-2.822, -1.573, 0.569)
C (-3.512, -1.792, -0.766)
F (-3.523, -0.608, -1.490)
C (-0.755, 0.696, 0.132)
C (0.351, 1.741, -0.033)
C (0.017, 2.563, -1.283)
C (0.438, 2.686, 1.173)
N (1.704, 1.126, -0.185)
O (2.509, 1.714, -0.973)
H (3.983, -0.516, -0.630)
H (3.449, -1.579, 0.708)
H (3.670, 0.142, 0.974)
H (0.935, -1.896, -1.330)
H (2.426, -1.266, -1.998)
H (0.980, -0.298, -2.112)
H (1.481, -0.578, 1.990)
H (1.129, -1.977, 1.010)
H (-0.964, -2.626, 1.023)
H (-1.025, -1.838, -0.552)
H (-3.229, -2.308, 1.261)
H (-3.102, -0.575, 0.899)
H (-4.547, -2.105, -0.642)
H (-3.002, -2.538, -1.376)
H (-1.601, 1.232, 0.562)
H (-1.095, 0.357, -0.849)
H (0.161, 1.979, -2.190)
H (0.592, 3.481, -1.327)
H (-1.044, 2.820, -1.232)
H (1.199, 3.434, 0.955)
H (-0.518, 3.163, 1.369)
H (0.776, 2.141, 2.054)

Cartesian forces (eV/Å) of the 6 atoms listed first:
-0.321 0.299 0.174
0.540 -0.348 0.162
0.085 0.086 0.032
-0.307 0.098 -0.111
0.214 -0.208 -0.232
-0.068 -0.064 0.165